(1)
ORCA calculation (ωB97M-V/def2-TZVPD) on a structure of composition C34H65AlF5O15S4 in a non-equilibrium geometry.

Geometry (Å):
S  -7.317  -2.753  0.063
S  5.024  2.207  3.399
S  2.787  6.912  -0.869
S  5.164  8.491  4.077
Al  -1.253  -3.297  -2.443
F  1.762  -8.518  1.679
F  0.727  -3.875  -0.333
F  1.043  -4.930  -2.308
F  0.574  -10.346  1.022
F  1.950  -9.249  -0.378
O  4.507  7.273  3.697
O  1.707  6.148  -1.772
O  -0.504  -0.687  4.646
O  4.499  9.758  4.003
O  -1.010  -0.329  2.458
O  -8.322  -1.842  -0.801
O  4.350  3.487  4.094
O  -8.069  -3.786  0.713
O  5.520  2.586  2.109
O  4.161  1.076  3.569
O  3.910  6.047  -0.655
O  2.946  8.251  -1.361
O  6.566  8.592  3.298
O  2.428  1.572  -3.257
O  -6.164  -3.049  -0.730
C  1.039  -9.117  0.664
C  5.826  8.305  5.704
C  6.386  2.038  4.511
C  -1.515  -8.447  0.280
C  6.029  9.802  1.245
C  -2.022  -6.171  -0.814
C  -0.088  -8.145  0.197
C  -0.180  -0.751  3.481
C  -0.607  -5.851  -0.859
C  -4.463  -5.689  -3.759
C  -1.616  -2.355  1.184
C  3.295  4.164  3.396
C  -2.799  -2.702  0.156
C  -9.788  -3.454  -1.913
C  -2.513  -2.167  -1.306
C  -5.576  -5.940  -4.854
C  -2.445  -7.458  -0.235
C  6.556  8.522  1.864
C  0.570  -0.996  -2.280
C  -2.207  -4.340  -3.952
C  -6.885  -1.537  1.269
C  -8.768  -2.342  -2.067
C  1.922  6.062  -3.187
C  1.270  -1.298  3.188
C  2.450  0.779  -2.042
C  -3.794  -4.247  -3.893
C  0.013  -4.527  -1.391
C  -0.026  -1.950  -3.423
C  1.841  6.963  0.622
C  2.000  3.371  3.424
C  -2.099  -1.308  2.275
C  3.017  5.072  -3.535
C  0.325  -6.870  -0.349
C  2.130  -0.727  -2.437
H  7.588  8.372  1.543
H  2.746  -1.357  -1.729
H  -7.916  -2.667  -2.669
H  3.095  4.946  -4.616
H  -3.690  -2.113  0.543
H  2.096  2.437  2.868
H  -7.795  -1.171  1.740
H  6.117  9.773  0.158
H  3.599  4.391  2.371
H  -1.824  -9.419  0.728
H  -5.937  -7.007  -4.789
H  -3.496  -1.922  -1.809
H  0.982  5.726  -3.626
H  -0.758  -1.935  0.600
H  3.987  5.410  -3.167
H  -2.005  -1.161  -1.174
H  -4.198  -3.583  -3.089
H  -4.155  -3.832  -4.877
H  6.365  7.362  5.763
H  6.927  1.135  4.232
H  -0.577  -1.336  -4.181
H  -9.344  -4.336  -1.451
H  1.417  -6.650  -0.393
H  -4.896  -5.760  -2.721
H  -3.534  -7.704  -0.165
H  2.447  -0.960  -3.482
H  -6.344  -0.729  0.781
H  7.032  2.908  4.417
H  2.136  7.051  -3.603
H  -1.355  -3.322  1.698
H  6.003  1.942  5.525
H  2.475  7.389  1.399
H  -10.187  -3.750  -2.885
H  0.453  -1.470  -1.259
H  -2.288  -1.811  3.256
H  4.977  9.953  1.490
H  3.141  5.117  3.903
H  1.737  1.177  -1.278
H  1.214  -1.815  2.193
H  2.022  -0.473  3.185
H  -1.899  -3.895  -4.946
H  3.312  1.529  -3.654
H  -5.140  -5.845  -5.890
H  1.730  3.110  4.449
H  -1.869  -5.416  -3.998
H  2.818  4.101  -3.076
H  -9.230  -1.503  -2.591
H  -2.980  -0.709  1.938
H  0.965  7.589  0.466
H  -0.003  -0.027  -2.217
H  6.484  9.146  5.913
H  1.555  5.948  0.891
H  -10.612  -3.134  -1.272
H  1.187  3.944  2.975
H  -3.712  -6.511  -3.870
H  5.985  7.654  1.526
H  1.578  -2.059  3.948
H  4.989  8.306  6.400
H  0.835  -2.535  -3.841
H  3.488  0.888  -1.604
H  -2.777  -5.438  -1.175
H  -6.455  -5.245  -4.748
H  6.577  10.666  1.625
H  -3.099  -3.776  0.222
H  -6.252  -2.022  2.010

Atoms 1-3, force components in eV/Å:
0.0 0.6 0.1
0.0 0.5 0.5
-0.8 -0.4 0.2

Its net charge is -1. The calculation puts the max |F| at 2.6 eV Å⁻¹. The calculation puts the LUMO energy at 1.361 eV. The calculation puts the HOMO-LUMO gap at 5.97 eV.

(2)
ORCA calculation (ωB97M-V/def2-TZVPD) on a cluster of 6 separate species, C34H67F6NO21S2 in total in a non-equilibrium geometry.

Geometry (Å):
S  0.472  0.395  -1.215
S  -3.122  -1.461  -2.351
F  -4.194  0.895  -2.332
F  -6.686  0.185  -1.937
F  0.451  -5.076  -3.584
F  -5.861  -0.635  -3.716
F  -4.606  -0.236  -0.513
F  -6.216  -1.889  -1.976
O  -1.002  0.273  -1.910
O  -1.431  -4.066  -4.185
O  -3.110  -1.393  -3.768
O  5.398  0.960  -5.305
O  -0.230  -1.307  -3.760
O  5.417  -4.891  0.768
O  -2.721  1.540  -0.245
O  -1.479  1.706  1.603
O  2.364  10.177  -1.026
O  0.365  5.995  -0.922
O  -3.496  -2.756  -1.880
O  0.573  1.655  -0.591
O  3.148  2.826  -4.987
O  0.207  -0.735  -0.113
O  -3.406  -6.809  5.811
O  1.547  0.091  -2.080
O  2.005  12.921  -0.030
O  -4.700  -8.661  7.700
O  3.242  5.501  -0.614
O  -5.362  -5.193  3.209
O  2.628  -4.345  0.021
N  -0.119  -3.227  -2.469
C  4.495  3.119  -4.652
C  -1.022  -2.785  0.187
C  5.838  -4.021  -0.270
C  -0.535  -1.857  -2.743
C  -5.237  -6.110  2.137
C  -2.188  -7.501  6.027
C  2.216  4.676  -0.074
C  -5.374  -7.932  6.685
C  5.466  2.360  -5.531
C  1.901  10.514  0.273
C  0.665  6.757  -2.080
C  -1.742  -3.264  1.449
C  -3.255  -3.489  1.269
C  4.450  -4.311  1.627
C  -4.445  -0.288  -1.821
C  1.892  13.355  -1.374
C  4.649  0.273  -6.290
C  -4.193  -4.458  3.482
C  2.549  1.891  -4.104
C  1.152  11.829  0.277
C  -4.484  -7.678  5.489
C  -4.050  -3.234  2.554
C  -5.829  -0.720  -2.417
C  3.739  10.455  -1.220
C  2.741  -5.340  -0.986
C  -4.249  -7.845  8.766
C  -2.002  1.000  0.777
C  0.971  4.707  -0.930
C  3.053  -4.793  1.301
C  -1.894  -0.509  0.893
C  -0.452  -4.102  -3.487
C  3.340  6.753  0.036
C  -1.154  -1.288  -0.193
C  -1.447  -1.058  -1.682
H  1.199  4.392  -1.953
H  -5.063  -2.996  2.232
H  4.498  -3.219  1.583
H  0.966  13.924  -1.511
H  6.484  2.677  -5.286
H  4.640  4.192  -4.812
H  4.351  9.706  -0.706
H  3.195  1.032  -3.919
H  0.244  4.007  -0.518
H  -3.281  -5.050  3.400
H  0.755  12.004  1.281
H  3.823  6.636  1.014
H  0.086  6.390  -2.935
H  2.737  14.009  -1.584
H  2.362  7.221  0.166
H  -1.493  -6.810  6.504
H  -5.090  -7.556  9.406
H  3.703  -5.855  -0.956
H  1.729  6.726  -2.322
H  2.357  -4.376  2.035
H  5.226  0.188  -7.217
H  -2.323  -8.368  6.677
H  -4.198  -6.274  1.866
H  2.604  3.653  -0.050
H  0.383  7.790  -1.882
H  1.933  -6.071  -0.879
H  3.956  7.403  -0.583
H  -5.074  -7.180  4.714
H  -6.226  -8.540  6.365
H  -3.467  -4.451  0.825
H  -3.544  -8.428  9.357
H  -4.112  -8.621  5.079
H  4.442  -0.728  -5.914
H  0.891  -3.196  -2.349
H  -1.344  -0.667  1.805
H  -3.430  2.087  0.105
H  -1.449  -3.361  -0.623
H  2.733  10.546  0.984
H  -1.525  -2.694  2.345
H  -1.761  -7.824  5.071
H  -2.891  -0.888  1.092
H  2.997  -5.884  1.365
H  1.911  12.518  -2.074
H  6.515  -3.257  0.126
H  3.946  10.401  -2.288
H  4.991  -3.536  -0.760
H  2.308  2.375  -3.152
H  3.700  0.772  -6.498
H  -4.306  -4.076  4.488
H  -5.767  -5.733  1.266
H  4.686  2.909  -3.596
H  1.218  9.719  0.589
H  4.697  -4.619  2.647
H  0.014  -3.095  0.241
H  1.625  1.542  -4.564
H  6.375  -4.617  -1.006
H  2.641  -4.847  -1.952
H  1.981  4.972  0.953
H  0.307  11.791  -0.417
H  -3.600  -2.743  0.559
H  -5.763  -6.989  7.080
H  -3.744  -6.947  8.403
H  4.010  11.451  -0.862
H  -3.689  -2.356  3.080
H  -1.334  -4.254  1.649
H  -5.677  -7.062  2.419
H  5.286  2.590  -6.586

Atoms 1-3, force components in eV/Å:
0.4 1.3 0.8
-1.0 -1.4 -1.2
0.3 1.0 -0.2

The SMILES is COCCCCC[C@@]1(CC(=O)O)OS(=O)(=O)O[C@]1(C(=O)NC(=O)F)S(=O)(=O)C(F)(F)C(F)(F)F.COCCOC.COCCOC.COCCOC.COCCOC.COCCOC. The calculation puts the max |F| at 2.5 eV Å⁻¹. The calculation puts the LUMO energy at -1.216 eV. The calculation puts the HOMO-LUMO gap at 7.59 eV.

(3)
ORCA calculation (ωB97M-V/def2-TZVPD) on a structure of composition C34H67In3N12O19P2 in a non-equilibrium geometry.

Geometry (Å):
In  3.837  0.198  1.230
In  -2.059  -0.836  -1.905
In  2.741  -0.128  -3.315
P  4.856  1.624  -1.507
P  0.991  -0.904  -0.231
O  2.329  2.971  1.330
O  -0.144  -3.032  -2.940
O  1.058  -0.161  1.104
O  4.608  -2.684  0.891
O  0.642  0.062  -1.368
O  1.966  -3.079  -3.436
O  4.926  0.033  -1.456
O  -0.166  -0.271  -4.433
O  5.390  -4.555  1.570
O  2.419  -1.310  -0.707
O  5.074  2.053  -2.981
O  4.886  -4.345  -2.079
O  4.940  -2.557  -3.296
O  -1.738  3.338  2.128
O  -3.015  1.868  2.993
O  1.287  4.806  0.993
O  3.334  1.697  -1.159
O  -0.022  -2.082  -0.351
O  5.617  2.097  -0.237
N  -1.765  2.130  -2.935
N  -3.261  -3.496  -0.555
N  1.456  3.597  0.773
N  4.503  -3.872  1.113
N  -2.883  -0.767  1.085
N  0.999  -3.517  -2.862
N  1.853  2.734  -4.002
N  -3.589  1.617  -0.530
N  2.537  -2.158  3.112
N  5.420  -3.316  -2.452
N  -1.919  2.276  2.671
N  2.420  0.711  4.023
C  -0.732  1.499  3.146
C  -5.224  -2.330  3.179
C  -5.439  4.747  -0.415
C  2.343  6.244  -3.241
C  -2.828  5.395  -4.482
C  2.945  1.410  4.794
C  4.915  1.820  6.353
C  -1.644  2.692  -3.951
C  -0.403  -4.092  2.204
C  -4.329  4.001  0.302
C  -1.421  -6.945  -0.282
C  -1.453  3.362  -5.217
C  -3.797  -1.776  3.341
C  -2.663  4.245  -5.536
C  -3.540  -4.619  -0.644
C  -0.588  -0.514  -5.760
C  -0.072  -2.730  2.866
C  1.166  -4.691  -2.003
C  -3.845  -6.048  -0.790
C  -3.293  -1.192  2.108
C  -2.737  -7.030  -1.147
C  6.676  -2.906  -1.809
C  2.370  3.688  -3.506
C  3.176  -4.502  0.958
C  -6.313  -1.242  3.004
C  -3.911  2.706  -0.181
C  -6.747  3.998  -0.113
C  0.462  2.899  -0.141
C  0.933  6.187  -2.592
C  5.270  2.454  7.647
C  3.011  4.872  -2.900
C  0.008  -5.317  2.992
C  3.544  2.273  5.773
C  1.375  -2.436  2.984
H  -0.687  -7.633  -0.701
H  -6.816  2.924  -0.281
H  -0.691  -5.610  3.774
H  -1.619  -0.246  -5.987
H  6.242  2.109  8.001
H  0.953  6.120  -1.504
H  0.148  2.011  2.758
H  7.285  -2.542  -2.636
H  -0.963  -5.960  -0.198
H  -3.759  5.910  -4.718
H  4.092  4.838  -3.038
H  4.902  0.748  6.549
H  0.643  -4.563  -1.055
H  -0.865  0.478  2.787
H  -0.563  3.984  -5.115
H  -4.293  -6.402  0.138
H  0.368  7.106  -2.750
H  2.870  7.015  -2.677
H  -1.630  -7.420  0.677
H  -1.369  2.517  -5.901
H  -5.539  5.773  -0.060
H  -6.550  -0.803  3.973
H  5.684  2.054  5.616
H  -1.481  -4.135  2.053
H  -3.165  -2.635  3.565
H  -0.438  -1.554  -6.051
H  -5.263  -3.220  2.552
H  -5.264  4.733  -1.491
H  -6.044  -0.354  2.432
H  -0.327  3.575  -0.472
H  -7.149  -1.603  2.405
H  3.536  3.300  5.409
H  0.280  5.429  -3.025
H  -4.427  3.860  1.379
H  -0.574  -1.916  2.342
H  2.845  2.266  6.610
H  -3.100  -8.057  -1.118
H  0.113  -6.146  2.292
H  -7.524  4.395  -0.766
H  4.624  2.263  8.503
H  -3.638  -1.131  4.205
H  2.848  4.796  -1.825
H  -1.984  6.084  -4.484
H  -3.461  4.647  0.169
H  -7.059  4.117  0.925
H  2.320  6.466  -4.308
H  1.019  2.589  -1.025
H  3.193  -5.141  0.075
H  0.988  -5.183  3.451
H  -2.455  4.689  -6.509
H  -0.514  -2.828  3.857
H  -0.658  1.563  4.231
H  0.697  -5.489  -2.577
H  0.021  -4.017  1.203
H  5.362  3.525  7.462
H  3.034  -4.998  1.917
H  0.046  0.096  -6.404
H  -3.615  3.714  -5.521
H  -2.957  5.001  -3.473
H  -5.457  -2.820  4.124
H  -0.016  2.046  0.339
H  -4.638  -6.058  -1.538
H  -2.489  -6.880  -2.198
H  2.480  -3.688  0.752
H  6.391  -2.014  -1.252
H  7.071  -3.712  -1.190
H  2.240  -4.848  -1.899

Atoms 1-3, force components in eV/Å:
-1.4 -0.5 -0.5
1.3 0.4 0.9
-0.9 0.1 0.8

Its net charge is +2. The calculation puts the max |F| at 5.4 eV Å⁻¹. The calculation puts the LUMO energy at -9.985 eV. The calculation puts the HOMO-LUMO gap at 3.94 eV.

Number 1: M 964.12 Da. Number 2: M 1004.02 Da. Number 3: M 1354.38 Da.